[1]
Below is a molecular structure, C41H35N7Tl, with properties calculated with wB97M-V/def2-TZVPD.

```
84
Properties=species:S:1:pos:R:3:forces:R:3
Tl 0.08114 -0.44169 -0.72959 0.0 0.0 0.1
C -1.18312 3.98277 -2.93404 0.2 0.0 0.1
C -0.86754 3.50107 -1.51839 -0.1 0.0 -0.1
C -2.13530 3.07712 -0.83180 0.0 -0.1 -0.1
C -2.90985 4.02035 -0.17090 0.0 -0.1 0.0
C -4.10705 3.66467 0.42308 -0.1 0.0 0.0
C -4.55589 2.36044 0.33547 0.1 0.1 0.0
C -3.81940 1.38978 -0.33090 0.1 -0.1 0.0
C -4.39062 0.00180 -0.44947 -0.2 0.0 -0.1
C -5.55353 -0.01941 -1.44462 0.1 -0.2 0.1
C -2.58987 1.75331 -0.89424 -0.5 0.5 0.2
N -1.79550 0.77047 -1.52345 0.3 -0.5 -0.5
C -2.18763 0.30333 -2.67038 0.0 0.4 0.3
C -1.51021 -0.72538 -3.33044 0.3 -0.5 -0.5
C -1.76503 -1.31376 -4.57861 -0.1 0.3 0.4
C -0.76793 -2.25201 -4.77858 0.1 -0.1 0.0
C 0.04911 -2.20842 -3.65157 0.1 -0.2 -0.1
N -0.38841 -1.29741 -2.77584 -0.2 0.5 0.4
H -0.27401 4.28081 -3.44760 0.1 0.1 -0.1
H -1.85634 4.83517 -2.89982 -0.1 0.1 -0.1
H -1.65855 3.19024 -3.50613 -0.1 -0.1 -0.1
H -0.40841 4.31820 -0.95852 0.1 -0.1 0.1
H -0.15596 2.67115 -1.56611 0.0 0.1 0.1
H -2.56469 5.04239 -0.12719 0.1 0.1 0.0
H -4.69547 4.40584 0.94023 -0.1 0.1 0.1
H -5.49999 2.08408 0.77978 -0.1 0.0 0.1
H -4.76256 -0.31966 0.52716 0.1 0.0 0.0
H -3.62805 -0.71154 -0.76859 0.0 0.0 0.1
H -6.32452 0.68338 -1.13919 -0.1 0.0 0.0
H -5.99031 -1.01403 -1.49614 -0.1 -0.1 0.0
H -5.21819 0.25958 -2.44063 0.0 0.0 -0.1
H -3.06357 0.72789 -3.15509 -0.1 0.1 0.0
H -2.58323 -1.07064 -5.22601 -0.2 0.1 -0.2
H -0.62284 -2.88950 -5.62898 0.0 -0.1 -0.1
H 0.91670 -2.81388 -3.46994 0.1 -0.1 0.1
C -2.97899 -0.77864 2.81597 0.1 -0.1 0.0
C -3.06029 -2.12461 3.12804 0.1 0.2 -0.2
C -2.28407 -3.01475 2.40857 0.1 0.1 -0.2
C -1.45104 -2.54249 1.39426 -0.5 0.2 0.4
N -1.39774 -1.24023 1.09245 0.2 -0.3 -0.2
C -2.13617 -0.38892 1.78842 -0.2 0.2 0.3
C -0.57632 -3.44236 0.62747 0.3 -0.6 -0.3
C -0.66308 -4.82923 0.75102 0.0 0.2 0.0
C 0.19248 -5.63434 0.02079 0.1 0.2 0.0
C 1.13448 -5.02842 -0.79359 -0.1 0.0 0.1
C 1.15898 -3.64348 -0.85791 0.2 -0.3 -0.2
N 0.31892 -2.87064 -0.18546 -0.2 0.1 0.3
H -3.54617 -0.03741 3.35377 -0.1 0.1 0.0
H -3.71145 -2.48197 3.91078 0.0 0.0 0.1
H -2.32275 -4.06308 2.64873 0.0 -0.1 0.0
H -2.06711 0.64771 1.50842 0.0 0.1 0.0
H -1.39149 -5.28350 1.40166 -0.1 0.0 0.0
H 0.12037 -6.70908 0.09785 0.0 -0.1 0.0
H 1.83428 -5.61165 -1.36871 0.1 0.0 -0.1
H 1.89023 -3.13233 -1.46848 0.0 -0.1 0.0
N 8.49379 1.79227 5.02025 0.3 0.1 0.2
C 7.57877 1.54583 4.37696 0.3 0.0 0.2
C 6.45688 1.23810 3.56851 -0.7 -0.2 -0.5
C 6.52363 1.43899 2.18972 0.1 0.0 0.2
C 5.43197 1.14702 1.39837 -0.1 0.0 0.0
C 4.25464 0.66141 1.96659 0.3 0.0 0.2
C 4.19432 0.46433 3.34508 0.0 -0.1 -0.1
C 5.28538 0.74373 4.14301 0.2 0.0 0.0
C 3.06975 0.42703 1.12090 -0.3 0.1 -0.2
C 3.22250 -0.41521 0.01652 0.3 -0.3 0.1
C 4.40356 -1.11850 -0.33881 -0.2 0.1 0.0
C 4.22926 -1.57268 -1.62522 0.0 -0.1 0.0
C 2.94401 -1.17300 -2.01126 0.0 0.2 0.0
N 2.32162 -0.51712 -1.03072 -0.2 0.2 -0.2
C 1.94391 1.19696 1.42686 0.3 0.0 0.3
C 1.91795 2.28449 2.34147 -0.1 -0.1 -0.2
C 0.66823 2.84999 2.25927 0.0 0.0 0.1
C -0.03857 2.10221 1.31445 0.1 -0.1 0.0
N 0.70762 1.11685 0.81093 -0.4 -0.2 -0.4
H 7.43301 1.82233 1.75278 0.0 0.0 0.0
H 5.47923 1.31794 0.33369 0.0 0.0 -0.1
H 3.28809 0.07524 3.78460 -0.1 0.0 0.1
H 5.23931 0.58547 5.20934 0.0 0.0 0.1
H 5.26141 -1.25812 0.28817 0.2 0.0 0.1
H 4.93366 -2.11266 -2.22730 0.1 -0.1 -0.1
H 2.48323 -1.29081 -2.97362 -0.2 -0.1 -0.2
H 2.74409 2.61776 2.93741 0.1 0.1 0.1
H 0.28869 3.69876 2.79294 0.0 0.2 0.1
H -1.03641 2.29427 0.97207 -0.1 -0.1 0.0
```
Forces are in eV/Å.

Summary:
charge = +1
gap between HOMO and LUMO = 6.867 eV
DFT total energy = -58203.4301 eV
HOMO = -10.42 eV

These are the Mulliken partial charges, in e, on atoms 1 to 4: Tl 2.69; C -1.40; C -0.39; C 0.12



[2]
Below is a gas-phase ion, C7H13N2O (charge +1), with properties calculated with wB97M-V/def2-TZVPD.

```
23
Properties=species:S:1:pos:R:3:forces:R:3
N 1.86486 -1.83670 -0.24520 1.8 -0.5 -0.1
C 1.29818 -0.68828 -0.20952 -4.5 -0.2 3.2
C 1.86985 0.63581 -0.43592 -0.1 1.7 0.1
O 2.80262 0.89392 0.59743 1.7 -0.8 -2.7
C 0.63671 1.53649 -0.34672 -1.8 0.4 -3.0
C -0.47221 0.81512 0.52668 1.7 3.1 -0.1
C -1.93036 0.92395 0.01264 0.8 0.5 1.7
C -2.33388 -0.53365 -0.23953 0.4 -0.9 -1.5
C -1.14463 -1.43500 0.29358 -3.2 0.8 3.2
N -0.11900 -0.54863 0.59970 7.6 0.8 -2.7
H 2.92565 -2.00010 -0.46367 -2.8 0.4 0.4
H 1.30758 -2.52410 0.25278 0.6 -0.7 -0.3
H 2.37835 0.70732 -1.40878 0.0 0.0 0.4
H 2.32331 1.03727 1.36239 -1.4 0.6 2.8
H 0.79155 2.61089 -0.11436 0.3 -0.9 0.3
H 0.21605 1.61661 -1.43551 0.6 -0.4 1.7
H -0.26247 1.33859 1.48430 -1.0 -0.7 0.1
H -1.89958 1.58793 -0.89810 -0.8 -0.6 1.2
H -2.44642 1.30881 0.95283 -0.1 0.0 -1.9
H -3.27248 -0.83077 0.23525 0.2 0.2 -0.3
H -2.39774 -0.72111 -1.35662 -0.2 0.2 1.3
H -1.38522 -1.91950 1.30442 -0.1 -0.2 -1.9
H -0.75071 -1.97484 -0.46806 0.3 -2.9 -1.9
```
Forces are in eV/Å.

Summary:
energy above the lowest of the compared OMol25 structures with the same formula, charge and spin = 322.2 kJ/mol
charge = +1
gap between HOMO and LUMO = 9.084 eV
SMILES string = [NH2+]=C1[C@H](O)C[C@H]2CCCN12
DFT total energy = -12488.6985 eV
HOMO = -13.60 eV

These are the natural (NBO) partial charges, in e, on atoms 1 to 4: N -0.68; C 0.59; C -0.04; O -0.65



[3]
Below is 2 unconnected molecules or ions with the total composition C3H8F2N2, with properties calculated with wB97M-V/def2-TZVPD.

```
15
Properties=species:S:1:pos:R:3:forces:R:3
C 1.88955 -0.21270 -0.70471 -2.5 -1.8 -2.1
C -0.89863 -0.27002 1.08002 -0.5 0.8 1.0
C 1.15254 0.95437 -1.31692 -0.3 1.4 1.4
N -1.72845 -0.53850 0.05722 -1.3 -1.6 3.9
N -1.39838 -0.50862 2.33035 -0.5 -0.1 -1.0
F 0.18912 0.52891 -2.17778 -0.7 -0.3 0.1
F 1.89734 1.82239 -2.08882 0.3 -0.4 0.5
H 2.69450 0.17443 -0.14279 1.1 -0.1 0.5
H 2.07257 -1.03757 -1.51471 0.4 1.7 1.5
H 1.07416 -0.65168 -0.05701 1.2 0.5 -0.2
H 0.67190 1.58138 -0.45910 0.6 -1.0 -1.6
H -2.71667 -0.80994 0.21216 0.7 0.2 -0.2
H -1.53650 -0.11456 -0.76943 0.8 1.0 -2.9
H -1.01737 0.01132 3.13336 -0.2 -0.9 -0.9
H -2.34567 -0.92920 2.41815 0.7 0.6 0.3
```
Forces are in eV/Å.

Summary:
energy above the lowest of the compared OMol25 structures with the same formula, charge and spin = 162.5 kJ/mol
gap between HOMO and LUMO = 9.585 eV
DFT total energy = -11654.4587 eV
HOMO = -8.56 eV

These are the natural (NBO) partial charges, in e, on atoms 1 to 4: C -0.70; C 0.17; C 0.56; N -0.81



[4]
Below is a molecular structure, C26H33ClCoN3O5P, with properties calculated with wB97M-V/def2-TZVPD.

```
70
Properties=species:S:1:pos:R:3:forces:R:3
Co 0.86586 -0.57437 0.12866 0.8 1.2 1.0
O 2.92467 1.75866 2.38218 0.4 0.7 0.4
Cl 2.73791 0.53296 1.76408 0.2 0.1 0.4
O 3.72402 -0.41803 1.98492 1.0 -0.7 0.3
O 1.42436 -0.02205 2.13231 -1.6 -1.0 -0.6
O 2.56038 0.71844 0.30553 -1.1 -0.5 -1.8
C 2.22451 -3.12172 0.93332 -0.3 -0.3 0.2
C 0.92191 -3.61352 1.55768 -0.3 0.3 -0.2
C 0.70228 -3.01722 2.94253 0.0 0.0 -0.1
C -0.26162 -3.32532 0.60238 0.7 -0.7 0.2
C -1.59199 -3.91526 1.09807 0.3 -0.6 -0.2
O -2.43784 -2.77652 1.24455 -0.3 0.5 0.0
C -1.81485 -1.70001 0.82724 0.4 0.0 -0.3
N -0.57982 -1.89054 0.43912 0.2 1.3 0.0
C -2.64538 -0.49254 0.76325 -0.6 0.3 0.1
C -4.02192 -0.70730 0.94948 0.3 -0.1 0.0
C -4.93907 0.32321 0.86929 0.0 0.2 0.0
C -4.50337 1.61154 0.60564 0.0 -0.2 0.0
C -3.15094 1.84789 0.41825 0.2 0.0 0.0
C -2.21400 0.81971 0.49748 0.4 -0.6 -0.1
P -0.48344 1.37640 0.27634 -1.0 0.8 0.5
C -0.16409 2.42959 1.71206 0.7 -0.6 -0.4
C 0.83634 3.41015 1.63953 0.1 0.1 0.1
C 1.06722 4.25912 2.71379 0.0 -0.3 -0.2
C 0.36595 4.07384 3.89614 -0.1 0.0 -0.2
C -0.59992 3.07708 3.98476 -0.3 -0.2 -0.1
C -0.84765 2.23038 2.91155 -0.2 0.2 0.3
C -0.60394 2.48039 -1.16002 0.6 -0.6 -0.1
C -0.60920 3.87071 -1.03861 0.1 0.1 0.3
C -0.74162 4.66343 -2.16527 -0.1 -0.1 -0.1
C -0.87916 4.07928 -3.41684 0.0 0.0 0.1
C -0.89471 2.69512 -3.54330 0.1 -0.1 -0.1
C -0.75400 1.89827 -2.42291 0.1 0.0 0.1
H 3.01869 -3.08951 1.67470 0.1 0.1 -0.1
H 2.10645 -2.08228 0.55640 0.3 0.0 -0.1
H 2.54071 -3.75161 0.10378 0.0 0.1 -0.1
H 0.97664 -4.70434 1.64635 0.0 0.1 -0.1
H 0.64582 -1.93282 2.89829 0.0 0.0 0.1
H 1.53776 -3.27752 3.58702 0.0 0.0 0.1
H -0.20294 -3.39111 3.41346 -0.1 -0.1 0.1
H 0.00342 -3.72037 -0.38566 -0.1 0.0 0.1
H -1.51859 -4.41808 2.06349 0.0 0.1 -0.1
H -2.06077 -4.60103 0.38833 0.0 0.2 0.1
H -4.37040 -1.70740 1.15267 0.0 0.0 0.0
H -5.99023 0.11788 1.00624 0.0 0.0 0.0
H -5.20284 2.43201 0.54504 0.0 0.0 0.0
H -2.81566 2.85368 0.20724 0.0 0.0 0.0
H 1.46471 3.48166 0.76113 -0.1 0.1 -0.1
H 1.80937 5.03936 2.63990 0.1 0.0 0.0
H 0.56968 4.70627 4.74844 0.0 0.1 0.0
H -1.19258 2.98267 4.88519 0.1 -0.1 0.0
H -1.59063 1.45012 3.00310 -0.1 0.0 0.0
H -0.54042 4.33758 -0.06563 0.0 0.0 -0.1
H -0.75235 5.73833 -2.06077 0.0 0.1 0.0
H -0.98385 4.70492 -4.29046 0.0 0.0 -0.1
H -1.00560 2.25072 -4.52245 -0.1 0.0 0.0
H -0.78862 0.81714 -2.50651 -0.1 -0.1 -0.1
N 2.74866 -3.13199 -4.85330 0.1 -0.2 -0.1
C 2.19687 -1.89947 -4.21340 -0.3 0.6 0.5
C 1.92687 -2.09191 -2.70614 0.0 -0.3 -0.1
N 1.64895 -0.81679 -2.03045 -0.5 0.4 0.5
H 2.72484 -3.05296 -5.87948 0.0 0.0 0.1
H 2.20583 -3.96732 -4.59887 0.1 0.1 -0.1
H 3.72874 -3.29526 -4.58861 -0.1 0.0 0.0
H 1.26624 -1.64641 -4.72505 0.1 -0.1 -0.1
H 2.90933 -1.08510 -4.35939 0.0 -0.2 -0.2
H 2.78896 -2.55281 -2.22059 0.0 0.0 0.0
H 1.06523 -2.74909 -2.56854 0.1 0.0 0.0
H 1.00779 -0.25980 -2.59497 0.1 0.1 0.1
H 2.50702 -0.26911 -1.94367 -0.1 0.0 0.1
```
Forces are in eV/Å.

Summary:
charge = +3
gap between HOMO and LUMO (spin up / spin down) = 5.770 / 5.744 eV
DFT total energy = -101609.6337 eV
HOMO (spin up / spin down) = -16.71 / -16.71 eV

These are the natural (NBO) partial charges, in e, on atoms 1 to 4: Co 1.16; O -0.71; Cl 2.58; O -0.74



[5]
Below is 2 unconnected molecules or ions with the total composition C4H4N3, with properties calculated with wB97M-V/def2-TZVPD.

```
11
Properties=species:S:1:pos:R:3:forces:R:3
C -2.18127 0.27507 -1.43780 7.7 -1.9 5.4
C 0.87226 -0.39636 1.29236 -0.2 0.1 -0.3
C 1.49985 0.26547 0.24788 -0.3 -0.2 0.3
C -0.44503 -0.61049 0.88720 0.3 -0.2 0.8
N -3.08706 0.49688 -2.06053 -3.2 0.8 -2.2
N 0.59711 0.43149 -0.72693 0.7 0.5 -0.3
N -0.53578 -0.13594 -0.33718 -4.8 1.0 -3.7
H 1.30333 -0.69251 2.22683 0.1 -0.1 0.2
H 2.51153 0.61051 0.15527 0.2 0.1 -0.2
H -1.25724 -1.08783 1.39839 -0.2 0.0 0.0
H 0.72230 0.84372 -1.64550 -0.2 -0.1 0.1
```
Forces are in eV/Å.

Summary:
energy above the lowest of the compared OMol25 structures with the same formula, charge and spin = 340.4 kJ/mol
charge = +1
gap between HOMO and LUMO = 7.958 eV
DFT total energy = -8670.4964 eV
HOMO = -15.97 eV

These are the natural (NBO) partial charges, in e, on atoms 1 to 4: C 0.47; C -0.28; C 0.06; C 0.04



[6]
Below is a molecular structure, Cl4V, with properties calculated with wB97M-V/def2-TZVPD.

```
5
Properties=species:S:1:pos:R:3:forces:R:3
V -0.09786 0.01164 0.52992 1.0 1.4 2.0
Cl -0.37868 0.94067 -1.37137 -1.7 1.4 -3.9
Cl 0.99386 -1.40052 -0.22370 5.5 -6.2 -2.4
Cl -1.63946 -0.93559 0.36810 -14.1 -7.2 0.3
Cl 1.12215 1.38380 0.69705 9.2 10.6 4.0
```
Forces are in eV/Å.

Summary:
energy above the lowest of the compared OMol25 structures with the same formula, charge and spin = 569.5 kJ/mol
multiplicity = 3
charge = -1
gap between HOMO and LUMO (spin up / spin down) = 6.241 / 7.962 eV
DFT total energy = -75777.4842 eV
HOMO (spin up / spin down) = -2.82 / -4.63 eV

These are the natural (NBO) partial charges, in e, on atoms 1 to 4: V 0.20; Cl -0.48; Cl -0.29; Cl -0.21